# 1
16
Properties=species:S:1:pos:R:3:mulliken_charge:R:1 method="wB97M-V/def2-TZVPD" relative_energy_kcal_mol=84.63 gap_ev="7.7 / 7.7" e_lumo_ev="-0.71 / -0.71" largest_force_ev_per_a=4.1
S -0.452 -1.061 1.310 0.348
O 0.214 -2.358 1.297 -0.567
O 4.270 1.477 0.397 -0.329
O -3.283 -1.591 0.177 -0.345
N -0.465 0.792 -0.467 -0.410
C -1.568 1.412 -0.399 0.117
C 2.919 -0.389 -0.184 -1.025
C -0.181 -0.508 -0.189 -0.373
C -2.943 -0.479 0.042 0.706
C 3.513 0.669 0.184 0.810
C -2.836 0.837 -0.160 -0.771
H 2.210 -0.514 -0.897 0.376
H 0.506 -0.990 -0.830 0.470
H -3.695 1.369 -0.339 0.430
H -1.432 2.546 -0.461 0.347
H 3.222 -1.212 0.520 0.216



# 2
15
Properties=species:S:1:pos:R:3:mulliken_charge:R:1 method="wB97M-V/def2-TZVPD" relative_energy_kcal_mol=55.03 gap_ev="6.1 / 6.2" e_lumo_ev="2.82 / 2.84" charge=-1 largest_force_ev_per_a=4.8
S 0.467 -3.910 -2.287 -0.519
S 1.988 -0.246 -3.508 -0.273
O 1.449 0.364 -0.305 -0.599
O -0.849 0.199 -0.012 -0.353
C -0.949 1.315 0.881 -0.322
C 0.392 -0.214 -0.484 0.662
C 0.222 -1.501 -0.983 -0.380
C 0.438 -2.213 -2.076 0.264
C -0.566 1.024 2.347 -0.986
C 0.967 -1.334 -3.058 -0.030
H -1.928 1.580 0.756 0.413
H -1.480 0.814 2.992 0.244
H -0.235 2.139 0.422 0.227
H 0.035 0.207 2.409 0.371
H 0.050 1.775 2.907 0.281



What did the second record say?
15
Properties=species:S:1:pos:R:3:mulliken_charge:R:1 method="wB97M-V/def2-TZVPD" relative_energy_kcal_mol=55.03 gap_ev="6.1 / 6.2" e_lumo_ev="2.82 / 2.84" charge=-1 largest_force_ev_per_a=4.8
S 0.467 -3.910 -2.287 -0.519
S 1.988 -0.246 -3.508 -0.273
O 1.449 0.364 -0.305 -0.599
O -0.849 0.199 -0.012 -0.353
C -0.949 1.315 0.881 -0.322
C 0.392 -0.214 -0.484 0.662
C 0.222 -1.501 -0.983 -0.380
C 0.438 -2.213 -2.076 0.264
C -0.566 1.024 2.347 -0.986
C 0.967 -1.334 -3.058 -0.030
H -1.928 1.580 0.756 0.413
H -1.480 0.814 2.992 0.244
H -0.235 2.139 0.422 0.227
H 0.035 0.207 2.409 0.371
H 0.050 1.775 2.907 0.281